(1)
{"formula": "H16O7S", "method": "the ωB97M-V functional and the def2-TZVPD basis", "energy_ha": -934.4413, "relative_energy_kcal_mol": 32.86, "species": ["O", "H", "H", "O", "H", "H", "O", "H", "H", "O", "H", "H", "O", "H", "H", "O", "H", "H", "O", "H", "H", "S", "H", "H"], "positions_angstrom": [[2.934327, 0.048278, 2.013176], [3.700499, 0.209392, 1.468078], [2.223835, -0.216445, 1.423344], [-0.173168, -1.777983, -2.645130], [-0.650324, -0.964611, -2.887203], [-0.520371, -2.585659, -3.020285], [-3.369495, 1.397488, -0.032787], [-2.846324, 0.902085, 0.611941], [-4.164724, 1.702896, 0.404076], [-1.922683, 0.496766, -2.695438], [-2.794066, 0.308878, -2.345124], [-1.320254, 0.761764, -2.000572], [-1.113101, -1.999879, -0.074772], [-0.766865, -1.653453, -0.927287], [-0.682782, -2.844637, 0.099101], [-2.377671, -0.563695, 1.881370], [-1.644914, -0.740891, 1.254366], [-2.781932, -1.437647, 1.802634], [-0.048908, 0.149259, 3.747678], [0.641664, 0.652273, 3.304672], [-0.841873, 0.681822, 3.608353], [3.468917, 1.181248, -1.167642], [2.597712, 0.181505, -1.286116], [2.895464, 2.073315, -1.953094]], "forces_ev_per_a": [[-0.386, -0.133, 0.558], [0.194, 0.146, -0.306], [0.086, -0.018, -0.109], [0.968, 0.529, 0.682], [-0.575, -0.686, -0.593], [-0.502, 0.293, -0.393], [0.359, 0.126, -0.661], [-0.510, -0.167, 0.364], [0.001, -0.081, 0.253], [0.676, -0.370, -1.033], [-0.027, 0.212, 0.670], [-0.533, 0.368, 0.534], [0.017, 0.351, -0.027], [0.006, -0.845, 0.288], [0.094, 0.240, -0.195], [0.410, -0.266, -0.601], [-0.027, 0.150, 0.439], [-0.420, 0.228, 0.288], [-0.032, 0.275, -0.120], [0.243, -0.039, 0.113], [-0.047, -0.288, 0.004], [0.882, -0.177, 0.554], [-0.345, 0.088, -0.357], [-0.531, 0.064, -0.352]], "lowdin_charge": [-0.0686, -0.0132, 0.0151, -0.0616, 0.0174, 0.0584, -0.0627, -0.0063, 0.0359, -0.0394, 0.0469, 0.0421, -0.0681, 0.0071, 0.0597, -0.0823, 0.0130, 0.0512, -0.0626, 0.0144, 0.0245, 0.5314, -0.2264, -0.2258]}

***

(2)
{"formula": "H16O8", "method": "the ωB97M-V functional and the def2-TZVPD basis", "energy_ha": -611.4858, "relative_energy_kcal_mol": 60.73, "species": ["O", "H", "H", "O", "H", "H", "O", "H", "H", "O", "H", "H", "O", "H", "H", "O", "H", "H", "O", "H", "H", "O", "H", "H"], "positions_angstrom": [[24.151911, 9.404942, 6.845383], [23.890077, 9.703379, 7.716380], [23.708517, 8.563627, 6.736614], [25.368950, 3.847123, 4.737193], [25.355044, 4.671709, 5.223078], [25.990194, 3.998709, 4.024933], [26.825310, 1.354202, 0.900958], [26.373209, 0.695148, 1.427722], [27.481347, 0.859915, 0.409489], [25.997013, 6.270765, 9.811105], [25.665442, 6.784937, 10.547256], [25.256014, 6.209182, 9.208316], [28.150301, 4.701458, 1.082354], [27.757756, 3.828628, 1.098907], [27.876402, 5.071913, 0.243311], [23.883246, 0.242712, 5.270521], [23.769235, 0.105413, 6.210940], [24.523229, 0.951702, 5.207348], [22.627562, 6.112399, 7.405927], [22.218988, 5.511120, 6.783210], [22.118898, 6.007386, 8.209954], [29.901907, 7.363558, 4.300433], [29.305898, 6.636079, 4.122170], [29.570239, 7.752791, 5.109575]], "forces_ev_per_a": [[0.166, 0.145, -0.139], [-0.038, 0.108, 0.191], [-0.168, -0.337, -0.035], [-0.159, -0.274, 0.081], [-0.017, 0.203, 0.174], [0.174, 0.019, -0.254], [0.029, 0.345, -0.021], [-0.183, -0.124, 0.187], [0.196, -0.102, -0.153], [0.188, -0.104, 0.010], [-0.019, 0.134, 0.207], [-0.194, -0.034, -0.260], [0.126, 0.155, 0.240], [-0.151, -0.420, 0.001], [-0.049, 0.137, -0.186], [-0.115, -0.180, -0.172], [-0.040, -0.064, 0.215], [0.171, 0.327, -0.058], [0.292, 0.243, 0.016], [-0.072, -0.171, -0.241], [-0.146, -0.005, 0.224], [0.182, 0.078, -0.087], [-0.121, -0.215, -0.153], [-0.054, 0.138, 0.212]], "lowdin_charge": [-0.0525, 0.0273, 0.0053, -0.0475, 0.0285, 0.0275, -0.0457, 0.0348, 0.0356, -0.0494, 0.0287, 0.0139, -0.0536, 0.0012, 0.0312, -0.0554, 0.0281, 0.0165, -0.0451, 0.0376, 0.0347, -0.0531, 0.0233, 0.0280]}

***

(3)
{"formula": "H16O8", "method": "the ωB97M-V functional and the def2-TZVPD basis", "energy_ha": -611.4856, "relative_energy_kcal_mol": 60.89, "species": ["O", "H", "H", "O", "H", "H", "O", "H", "H", "O", "H", "H", "O", "H", "H", "O", "H", "H", "O", "H", "H", "O", "H", "H"], "positions_angstrom": [[20.736000, 8.670000, -7.540000], [20.745000, 9.306000, -6.849000], [20.264000, 9.105000, -8.251000], [18.803000, 11.985000, -6.817000], [18.867000, 12.603000, -7.537000], [18.480000, 11.159000, -7.232000], [19.219000, 8.084000, -11.752000], [19.180000, 8.514000, -10.890000], [18.640000, 8.570000, -12.301000], [19.269000, 9.541000, -9.490000], [18.440000, 9.278000, -9.081000], [19.044000, 10.443000, -9.735000], [22.508000, 7.752000, -4.271000], [22.692000, 8.178000, -5.100000], [21.736000, 8.250000, -3.896000], [19.731000, 6.314000, -6.663000], [20.172000, 7.122000, -6.940000], [20.122000, 6.151000, -5.784000], [21.053000, 6.410000, -9.611000], [21.612000, 6.976000, -10.102000], [20.629000, 7.004000, -8.998000], [20.622000, 10.335000, -5.439000], [20.087000, 11.053000, -5.826000], [20.987000, 10.624000, -4.604000]], "forces_ev_per_a": [[0.388, -0.960, -0.877], [0.301, 0.792, 1.518], [0.138, 0.054, -0.381], [-0.329, -1.219, -0.037], [0.134, 0.556, -0.382], [0.121, 0.635, 0.445], [0.832, -0.877, 0.543], [0.177, -0.148, -0.246], [-0.944, 0.733, -0.989], [-0.935, 0.831, 0.145], [-0.268, -0.704, 0.231], [0.481, 0.346, -0.432], [-1.236, 0.432, 1.227], [0.072, 0.287, -0.669], [1.085, -0.766, -0.623], [-0.014, -0.549, 1.029], [0.127, 0.405, -0.160], [-0.296, -0.083, -0.614], [-0.674, -0.975, 0.398], [0.964, 0.806, -0.973], [-0.153, -0.008, 0.523], [-0.226, 0.033, -0.224], [0.249, 0.086, 0.456], [0.009, 0.295, 0.094]], "lowdin_charge": [-0.0488, -0.0249, -0.0175, -0.0308, 0.0502, 0.0569, -0.0455, -0.0320, 0.0039, -0.0159, 0.0976, 0.0921, -0.0611, 0.0142, 0.0494, -0.0783, -0.0443, 0.0392, -0.0213, 0.0136, -0.0202, -0.0514, 0.0168, 0.0581]}

***

(4)
{"formula": "H16O8", "method": "the ωB97M-V functional and the def2-TZVPD basis", "energy_ha": -611.5094, "relative_energy_kcal_mol": 45.91, "species": ["O", "H", "H", "O", "H", "H", "O", "H", "H", "O", "H", "H", "O", "H", "H", "O", "H", "H", "O", "H", "H", "O", "H", "H"], "positions_angstrom": [[1.180757, -3.152413, 0.272621], [1.922545, -3.742760, 0.109497], [1.471987, -2.289432, -0.035755], [0.179193, -0.569564, -2.279489], [-0.310941, -1.343638, -2.582925], [-0.389318, 0.181290, -2.484758], [2.418470, 0.941164, -3.512581], [1.727094, 1.556689, -3.768945], [1.961539, 0.219197, -3.057471], [-1.690656, 0.363350, 1.832946], [-1.818857, -0.206719, 2.599271], [-2.288799, 1.109920, 1.966624], [-3.045527, -1.024124, -0.609721], [-3.891690, -0.567775, -0.584052], [-2.494261, -0.565253, 0.036802], [0.802328, -0.047002, 0.482609], [0.714195, -0.353971, -0.434079], [-0.111930, 0.092937, 0.767069], [2.615672, -0.160186, 2.686255], [2.261500, -0.741835, 3.363950], [1.916807, -0.098181, 2.012330], [-1.236154, 3.491120, 1.414631], [-0.809178, 2.715699, 1.032664], [-1.084776, 4.191498, 0.772501]], "forces_ev_per_a": [[-0.067, -0.157, -0.122], [0.002, 0.032, 0.015], [0.070, 0.077, 0.226], [-0.033, -0.023, -0.091], [0.016, -0.014, 0.120], [-0.056, -0.066, 0.044], [0.069, -0.120, 0.068], [0.003, -0.015, -0.011], [-0.022, 0.177, -0.131], [-0.318, 0.066, -0.096], [0.087, -0.035, -0.043], [0.133, 0.072, 0.042], [0.102, 0.100, -0.145], [0.001, -0.025, 0.005], [-0.068, -0.065, 0.163], [-0.242, 0.042, -0.300], [0.044, 0.183, 0.033], [0.095, -0.066, 0.227], [-0.165, 0.071, 0.000], [0.020, -0.030, -0.028], [0.274, -0.094, 0.009], [-0.124, -0.210, -0.121], [0.189, 0.071, 0.087], [-0.011, 0.028, 0.048]], "lowdin_charge": [-0.0566, 0.0366, 0.0034, -0.0417, 0.0785, 0.0692, -0.0637, 0.0241, -0.0019, -0.0378, 0.0788, 0.0621, -0.0603, 0.0343, -0.0095, -0.0612, 0.0055, 0.0040, -0.0751, 0.0239, -0.0174, -0.0531, 0.0175, 0.0402]}

***

Record order is preserved below.
Max |F|: 0.0252, 0.0087, 0.0349, 0.0075 Eh/bohr